No. 1
Molecular formula: CH4N4
Method: DFT, ωB97M-V/def2-TZVPD

ORCA input file:
```
! RIJCOSX wB97M-V def2-TZVPD def2/J DEFGRID3
* xyz 0 1
C 0.49 0.21 1.48
N -1.41 0.87 -1.86
N -0.55 0.16 -1.96
N -0.49 -0.56 1.70
N 0.45 -0.48 -1.94
H 0.84 1.13 2.15
H 1.02 0.15 0.55
H -0.88 -0.40 2.63
H 0.52 -1.08 -2.75
*
```

Output
Calculated total energy = -259.42168 hartree
Orbital gap = 11.3 eV
LUMO energy = 1.279 eV
Relative energy (zero: lowest compared OMol25 entry of this formula, charge and spin) = 86.7 kcal per mole
Molecular weight = 72.1 g mol⁻¹

---

No. 2
Molecular formula: C25H68FIN2O15P2S3
Method: DFT, ωB97M-V/def2-TZVPD

ORCA input file:
```
! RIJCOSX wB97M-V def2-TZVPD def2/J DEFGRID3
* xyz 0 1
C 5.07 -1.05 3.00
C 3.96 -1.53 2.07
S 2.36 -0.75 2.40
C 2.41 0.51 1.09
C 1.18 1.42 1.01
N 1.13 2.48 2.02
C 1.29 2.13 3.42
C 2.71 2.11 3.96
O 3.70 2.38 3.37
O 2.69 1.77 5.27
P 1.61 4.04 1.59
S 0.60 5.51 2.30
C -0.21 0.71 0.86
I -0.06 -1.05 -0.39
O -0.93 0.57 2.03
C -1.36 -0.72 2.53
C -2.76 -1.04 2.05
O -3.60 0.07 2.33
O -4.57 0.16 1.29
P -1.25 -0.69 4.38
N -1.70 0.59 5.13
S -1.30 1.92 -0.09
O -2.66 1.52 -0.08
O -0.92 3.25 0.21
F -0.81 1.70 -1.58
H 5.20 0.03 2.92
H 4.84 -1.30 4.04
H 6.02 -1.52 2.74
H 3.80 -2.61 2.17
H 4.21 -1.33 1.03
H 2.55 0.00 0.13
H 3.28 1.16 1.26
H 1.30 1.94 0.05
H 0.70 2.81 4.04
H 0.88 1.15 3.61
H 3.47 1.23 5.45
H 2.96 4.14 1.92
H 1.62 3.87 0.20
H -0.68 -1.51 2.20
H -2.78 -1.29 0.98
H -3.11 -1.93 2.58
H -4.11 0.78 0.70
H 0.07 -1.15 4.58
H -2.02 -1.84 4.60
H -1.00 1.05 5.70
C -3.80 -5.52 0.38
C -2.48 -5.17 1.04
O -2.64 -4.27 2.13
H -4.30 -4.61 0.05
H -3.66 -6.18 -0.47
H -4.46 -6.02 1.09
H -1.83 -4.65 0.33
H -1.97 -6.08 1.37
H -3.20 -4.68 2.79
C 1.68 5.69 7.21
C 1.05 4.36 6.84
O 0.31 4.44 5.62
H 0.92 6.46 7.29
H 2.20 5.61 8.17
H 2.40 6.00 6.45
H 0.32 4.06 7.59
H 1.81 3.57 6.77
H 0.89 4.75 4.90
C -6.42 -7.37 -3.67
C -5.21 -8.13 -3.16
O -4.89 -7.79 -1.82
H -6.25 -6.30 -3.61
H -6.63 -7.63 -4.71
H -7.31 -7.61 -3.08
H -4.33 -7.89 -3.74
H -5.38 -9.21 -3.25
H -5.64 -8.01 -1.26
C -0.15 7.90 -0.50
C 0.52 7.54 -1.81
O 0.69 6.14 -1.97
H 0.42 7.50 0.34
H -0.26 8.98 -0.39
H -1.15 7.46 -0.46
H 1.53 7.96 -1.85
H -0.04 7.95 -2.66
H -0.19 5.73 -1.96
C -3.39 5.31 -2.16
C -2.94 4.84 -3.53
O -1.52 4.68 -3.60
H -2.91 6.26 -1.91
H -4.47 5.45 -2.12
H -3.11 4.58 -1.40
H -3.19 5.57 -4.30
H -3.43 3.90 -3.79
H -1.27 4.03 -2.94
C -2.48 -3.97 -3.23
C -3.23 -4.02 -1.92
O -3.03 -2.85 -1.14
H -1.41 -3.83 -3.06
H -2.62 -4.89 -3.80
H -2.83 -3.14 -3.85
H -2.87 -4.84 -1.30
H -4.30 -4.19 -2.10
H -3.36 -2.09 -1.64
C 2.96 -3.09 -4.69
C 2.22 -3.13 -3.38
O 2.43 -1.95 -2.60
H 4.03 -2.96 -4.53
H 2.81 -4.02 -5.25
H 2.62 -2.26 -5.31
H 2.57 -3.95 -2.75
H 1.14 -3.27 -3.55
H 2.13 -1.19 -3.12
C 7.57 -0.48 -4.91
C 6.70 -1.67 -5.29
O 5.77 -1.35 -6.32
H 6.95 0.36 -4.59
H 8.25 -0.74 -4.10
H 8.17 -0.15 -5.76
H 6.10 -1.98 -4.44
H 7.33 -2.51 -5.59
H 6.27 -1.09 -7.10
*
```

Output
Calculated total energy = -4506.02874 hartree
Orbital gap = 8.5 eV
LUMO energy = -0.106 eV
Molecular weight = 940.9 g mol⁻¹

---

No. 3
Molecular formula: C48H46ClF5N6O4S4Sn
Method: DFT, ωB97M-V/def2-TZVPD

ORCA input file:
```
! RIJCOSX wB97M-V def2-TZVPD def2/J DEFGRID3
* xyz 0 1
Sn 1.83 1.36 -1.16
F -1.72 4.85 -6.63
C -0.67 4.46 -5.90
C -0.84 4.01 -4.61
F -2.08 3.95 -4.08
C 0.25 3.60 -3.87
F 0.01 3.18 -2.61
C 1.55 3.58 -4.36
S 2.91 2.96 -3.46
C 1.68 4.07 -5.67
F 2.89 4.11 -6.24
C 0.61 4.50 -6.42
F 0.79 4.94 -7.67
C 1.30 -1.72 -2.53
N 2.03 -0.55 -3.01
C 1.38 -0.06 -4.24
C 3.43 -0.88 -3.27
C 4.26 -0.97 -2.01
N 4.43 0.33 -1.36
C 4.94 0.13 -0.01
C 5.36 1.19 -2.09
H 1.37 -2.55 -3.24
H 0.25 -1.45 -2.38
H 1.70 -2.04 -1.56
H 1.30 -0.86 -4.98
H 1.95 0.77 -4.65
H 0.38 0.30 -3.99
H 3.84 -0.12 -3.94
H 3.49 -1.85 -3.79
H 5.25 -1.40 -2.25
H 3.78 -1.63 -1.29
H 5.92 -0.38 -0.02
H 4.24 -0.48 0.56
H 5.05 1.09 0.49
H 6.35 0.71 -2.16
H 5.46 2.14 -1.56
H 4.99 1.41 -3.09
O 1.42 4.27 2.72
Cl 1.33 3.31 1.65
O 0.88 3.94 0.42
O 2.63 2.70 1.42
O 0.38 2.26 2.00
N 1.78 -0.43 0.54
S 1.32 -0.69 1.88
N -0.29 -0.57 2.27
S -1.52 -1.08 1.56
N -1.80 -1.05 0.05
S -1.66 0.26 -0.96
N -0.37 0.69 -1.44
C -2.64 1.53 -0.20
C -4.01 1.37 -0.01
C -4.71 2.40 0.59
C -4.05 3.55 1.00
C -2.68 3.69 0.78
C -1.97 2.68 0.17
C -2.74 -0.32 -2.26
C -2.85 0.56 -3.33
C -3.64 0.22 -4.41
C -4.29 -1.01 -4.43
C -4.15 -1.90 -3.37
C -3.38 -1.55 -2.27
C -2.83 -0.30 2.48
C -4.09 -0.86 2.43
C -5.12 -0.25 3.13
C -4.87 0.92 3.84
C -3.60 1.48 3.85
C -2.56 0.88 3.17
C -1.73 -2.81 1.93
C -1.82 -3.75 0.91
C -1.93 -5.09 1.26
C -1.95 -5.47 2.59
C -1.84 -4.51 3.60
C -1.73 -3.17 3.27
C 1.95 0.19 3.30
C 3.27 0.59 3.22
C 3.83 1.29 4.28
C 3.07 1.57 5.40
C 1.75 1.14 5.48
C 1.18 0.45 4.43
C 1.60 -2.41 2.37
C 1.98 -2.81 3.64
C 2.18 -4.16 3.90
C 1.99 -5.10 2.89
C 1.61 -4.69 1.62
C 1.42 -3.34 1.36
H -4.51 0.46 -0.33
H -5.78 2.30 0.74
H -4.60 4.35 1.48
H -2.17 4.60 1.08
H -0.91 2.78 -0.03
H -2.32 1.51 -3.30
H -3.76 0.91 -5.23
H -4.90 -1.29 -5.28
H -4.66 -2.86 -3.39
H -3.27 -2.22 -1.43
H -4.27 -1.77 1.87
H -6.11 -0.68 3.11
H -5.67 1.39 4.39
H -3.42 2.40 4.39
H -1.56 1.30 3.14
H -1.78 -3.43 -0.12
H -1.99 -5.84 0.48
H -2.05 -6.51 2.85
H -1.85 -4.81 4.64
H -1.64 -2.41 4.03
H 3.84 0.38 2.33
H 4.85 1.63 4.22
H 3.50 2.14 6.22
H 1.16 1.36 6.36
H 0.15 0.12 4.47
H 2.13 -2.08 4.43
H 2.50 -4.48 4.88
H 2.15 -6.15 3.10
H 1.46 -5.42 0.84
H 1.14 -2.99 0.37
*
```

Output
Calculated total energy = -5252.23165 hartree
Orbital gap = 6.3 eV
LUMO energy = -0.342 eV
Relative energy (zero: lowest compared OMol25 entry of this formula, charge and spin) = 29.6 kcal per mole
Molecular weight = 1148.4 g mol⁻¹

---

No. 4
Molecular formula: C4H5LaO2
Method: DFT, ωB97M-V/def2-TZVPD

ORCA input file:
```
! RIJCOSX wB97M-V def2-TZVPD def2/J DEFGRID3
* xyz 4 1
H -0.22 -1.85 2.51
C -1.03 -1.14 1.73
C 0.27 -0.80 1.54
O 1.06 -0.35 0.76
La 3.63 -0.12 -0.04
H -1.45 -2.01 1.23
O -3.34 0.47 3.25
C -2.81 0.22 2.18
C -2.66 0.40 0.87
H -3.21 -0.19 3.97
H -2.00 1.21 0.53
H -3.31 -0.14 0.18
*
```

Output
Calculated total energy = -335.31947 hartree
Orbital gap (alpha / beta) = 4.2 / 4.2 eV
LUMO energy (alpha / beta) = -19.080 / -19.080 eV
Relative energy (zero: lowest compared OMol25 entry of this formula, charge and spin) = 55.6 kcal per mole
Molecular weight = 224.0 g mol⁻¹

---

No. 5
Molecular formula: C39H34CaN2OP
Method: DFT, ωB97M-V/def2-TZVPD

ORCA input file:
```
! RIJCOSX wB97M-V def2-TZVPD def2/J DEFGRID3
* xyz 1 1
Ca 0.47 0.78 -0.61
C 5.09 0.36 -0.01
C 5.49 1.69 -0.13
C 4.54 2.68 -0.29
C 3.18 2.35 -0.35
C 2.72 1.01 -0.23
C 3.73 0.05 -0.06
C 2.17 3.42 -0.50
C 2.45 4.77 -0.15
C 1.48 5.71 -0.21
C 0.18 5.37 -0.66
C -0.88 6.30 -0.75
C -2.11 5.92 -1.22
C -2.32 4.59 -1.63
C -1.31 3.67 -1.55
C -0.04 4.04 -1.05
N 0.95 3.08 -0.93
H 5.83 -0.42 0.13
H 6.54 1.95 -0.10
H 4.87 3.71 -0.40
H 3.47 -1.00 0.04
H 3.44 5.03 0.20
H 1.68 6.73 0.08
H -0.70 7.33 -0.45
H -2.92 6.64 -1.28
H -3.28 4.30 -2.04
H -1.47 2.66 -1.91
C -1.56 1.51 2.53
C -2.29 2.13 1.35
C -3.35 3.13 1.81
C -2.93 1.13 0.40
C -3.95 0.15 0.97
O -3.71 -1.07 0.21
C -2.54 -0.91 -0.42
N -1.96 0.23 -0.29
C -2.19 -2.06 -1.32
C -3.23 -2.46 -2.16
C -3.06 -3.51 -3.04
C -1.86 -4.20 -3.05
C -0.83 -3.81 -2.21
C -0.96 -2.73 -1.34
P 0.40 -2.19 -0.24
C -0.13 -2.96 1.34
C -0.51 -4.30 1.39
C -0.94 -4.85 2.59
C -0.99 -4.07 3.74
C -0.59 -2.74 3.70
C -0.16 -2.19 2.50
C 1.85 -3.16 -0.75
C 2.66 -3.78 0.20
C 3.86 -4.37 -0.18
C 4.27 -4.33 -1.50
C 3.48 -3.70 -2.46
C 2.28 -3.11 -2.08
H -1.10 2.30 3.13
H -0.77 0.84 2.22
H -2.23 0.95 3.19
H -1.55 2.68 0.75
H -4.11 2.64 2.43
H -3.85 3.60 0.96
H -2.89 3.92 2.41
H -3.41 1.72 -0.39
H -4.98 0.45 0.81
H -3.79 -0.08 2.03
H -4.18 -1.94 -2.11
H -3.87 -3.80 -3.70
H -1.72 -5.05 -3.71
H 0.10 -4.37 -2.21
H -0.49 -4.91 0.49
H -1.25 -5.89 2.62
H -1.33 -4.51 4.67
H -0.61 -2.14 4.60
H 0.19 -1.17 2.47
H 2.35 -3.81 1.24
H 4.48 -4.85 0.57
H 5.21 -4.79 -1.80
H 3.80 -3.66 -3.49
H 1.69 -2.60 -2.83
*
```

Output
Calculated total energy = -2710.15442 hartree
Orbital gap = 7.9 eV
LUMO energy = -2.587 eV
Relative energy (zero: lowest compared OMol25 entry of this formula, charge and spin) = 0.0 kcal per mole
Molecular weight = 617.8 g mol⁻¹